No. 1
The molecule C20H28N4O3S3 at a distorted geometry. Source: the OMol25 dataset; level of theory: ωB97M-V with the def2-TZVPD basis set.

Summary:
* electronic energy: -2417.53766 hartree
* strongest force on any atom: 14.7 eV/Å
* LUMO energy: -0.02375 Eh
* energy above the lowest of the compared OMol25 structures with the same formula, charge and spin: 18.390 eV

Atoms and positions in Å:
C -3.003 -2.707 2.203
C -4.394 -2.462 2.051
S -5.201 -2.793 0.205
C -4.663 -1.281 -0.355
N -4.746 -1.160 -1.519
N -4.151 0.137 -2.218
C -3.717 0.857 -1.224
N -2.941 1.961 -1.322
C -2.308 2.725 -0.259
O -2.623 2.347 0.768
C -1.146 3.339 -0.787
C -0.136 3.021 -1.643
C 1.043 2.304 -1.078
N 0.652 1.778 0.481
S 0.009 0.142 0.358
O -0.604 -0.051 1.679
O -0.853 0.380 -0.858
C 1.389 -0.688 0.091
C 1.488 -1.433 -1.358
C 0.429 -1.888 -2.041
C 2.640 -2.215 -1.187
C 2.876 -3.246 -2.446
C 3.779 -1.927 -0.472
C 3.578 -1.123 0.738
C 4.859 -1.104 1.472
C 2.442 -0.574 0.765
C 2.371 0.308 2.112
C 0.153 2.772 1.319
C -0.487 3.853 0.613
S -3.755 0.091 0.577
H -2.694 -2.634 3.368
H -2.835 -3.723 1.588
H -2.572 -1.914 1.673
H -4.648 -1.370 2.394
H -5.041 -3.235 2.597
H -2.682 2.136 -2.175
H -1.496 4.430 -1.240
H -0.604 2.206 -2.328
H 0.219 3.763 -2.402
H 1.869 3.160 -0.924
H 1.330 1.554 -1.478
H -0.543 -1.563 -1.756
H 0.176 -2.818 -2.039
H 0.522 -1.685 -2.945
H 2.629 -2.594 -3.508
H 3.821 -3.627 -2.694
H 2.180 -4.002 -2.397
H 4.699 -2.666 -0.761
H 4.765 -1.295 2.479
H 5.128 0.024 1.456
H 5.766 -1.483 1.288
H 2.734 1.367 2.032
H 2.995 -0.304 3.072
H 1.218 0.480 2.627
H 1.189 3.071 1.914
H -0.310 2.166 2.003
H -1.252 4.512 1.203
H 0.457 4.681 0.288

***

No. 2
The ion C20H28NO2 with charge +1. Source: the OMol25 dataset; level of theory: ωB97M-V with the def2-TZVPD basis set.

Summary:
* electronic energy: -983.92484 hartree
* charge: +1
* strongest force on any atom: 0.8 eV/Å
* LUMO energy: -0.08174 Eh
* energy above the lowest of the compared OMol25 structures with the same formula, charge and spin: 0.139 eV

Atoms and positions in Å:
C -6.031 -1.587 -1.408
C -5.879 -0.811 -0.099
C -6.804 0.408 -0.078
C -4.447 -0.393 0.115
C -3.801 0.447 -0.786
C -2.491 0.841 -0.586
C -1.811 0.399 0.537
O -0.468 0.736 0.766
C -0.153 2.118 0.837
C 1.248 2.381 0.251
O 1.285 2.209 -1.151
C 2.275 1.386 0.811
N 2.012 0.083 0.169
C 2.910 -1.038 0.568
C 2.392 -2.323 -0.064
C 4.327 -0.724 0.151
C 5.352 -0.751 1.087
C 6.655 -0.476 0.707
C 6.941 -0.163 -0.610
C 5.923 -0.132 -1.549
C 4.622 -0.414 -1.172
C -2.429 -0.447 1.442
C -3.738 -0.838 1.224
H -5.802 -0.958 -2.265
H -5.365 -2.447 -1.422
H -7.053 -1.942 -1.511
H -6.167 -1.472 0.725
H -6.688 0.959 0.853
H -7.839 0.089 -0.162
H -6.585 1.079 -0.905
H -4.321 0.801 -1.662
H -2.004 1.481 -1.308
H -0.165 2.435 1.889
H -0.896 2.712 0.296
H 1.544 3.400 0.530
H 0.809 2.921 -1.590
H 3.290 1.705 0.566
H 2.171 1.294 1.892
H 2.087 0.245 -0.845
H 1.004 -0.117 0.362
H 2.858 -1.120 1.659
H 3.018 -3.156 0.243
H 1.372 -2.531 0.252
H 2.423 -2.267 -1.149
H 5.133 -0.997 2.116
H 7.444 -0.505 1.442
H 7.955 0.054 -0.907
H 6.142 0.108 -2.578
H 3.845 -0.398 -1.924
H -1.886 -0.791 2.309
H -4.216 -1.495 1.935

***

No. 3
A structure of composition C20H28NO2PPt at a distorted geometry. Source: the OMol25 dataset; level of theory: ωB97M-V with the def2-TZVPD basis set.

Summary:
* electronic energy: -1443.98713 hartree
* charge: +2
* strongest force on any atom: 3.4 eV/Å
* LUMO energy (spin up / spin down): -0.22715 / -0.33325 Eh
* ⟨S²⟩: 6.0436
* energy above the lowest of the compared OMol25 structures with the same formula, charge and spin: 0.000 eV
* 2S+1: 5

Atoms and positions in Å:
C -2.400 0.253 -3.089
C -1.911 -0.756 -2.268
C -0.936 -0.498 -1.290
C -0.573 0.839 -1.040
C -0.978 1.827 -1.940
C -1.921 1.551 -2.934
C -0.347 -1.669 -0.564
C 0.102 -2.820 -1.502
N 1.266 -2.498 -2.278
Pt 0.505 1.497 0.632
C -0.421 3.213 -1.832
P 0.982 3.185 -0.636
H -2.281 -1.777 -2.376
H -2.258 2.362 -3.579
H -3.145 0.028 -3.851
H -1.165 3.935 -1.461
H -0.050 3.595 -2.795
H 0.493 -1.361 0.064
H -1.112 -2.101 0.103
H 0.355 -3.676 -0.847
C 1.088 4.851 0.021
C 2.446 2.906 -1.658
H -0.711 -3.108 -2.180
C 1.257 -2.614 -3.707
C 2.545 -2.544 -1.628
H 1.373 2.437 1.849
H 1.390 -3.659 -4.045
H 0.301 -2.240 -4.104
H 2.089 -2.016 -4.111
H 2.973 -3.565 -1.624
H 3.249 -1.888 -2.162
H 2.436 -2.212 -0.586
H 2.519 3.679 -2.432
H 3.325 2.949 -1.004
H 2.390 1.916 -2.124
H 1.309 5.563 -0.785
H 0.140 5.124 0.500
H 1.899 4.887 0.758
H 1.773 1.771 1.810
O -2.133 0.764 1.953
C -1.195 0.080 2.362
O 0.030 0.021 1.855
C -1.298 -0.823 3.568
C -0.236 -1.683 3.905
C -0.258 -2.376 5.117
C -1.347 -2.228 5.990
C -2.438 -1.424 5.622
C -2.418 -0.736 4.406
H 0.603 -1.772 3.213
H 0.583 -3.020 5.380
H -1.343 -2.736 6.955
H -3.299 -1.325 6.284
H -3.248 -0.108 4.086

***

No. 4
A structure of composition C20H28NO3Pb at a distorted geometry. Source: the OMol25 dataset; level of theory: ωB97M-V with the def2-TZVPD basis set.

Summary:
* electronic energy: -1252.04098 hartree
* charge: -1
* strongest force on any atom: 2.0 eV/Å
* LUMO energy (spin up / spin down): 0.08173 / 0.08181 Eh
* energy above the lowest of the compared OMol25 structures with the same formula, charge and spin: 0.000 eV

Atoms and positions in Å:
O -0.060 -0.164 0.210
C 0.989 -0.433 -0.781
C 0.317 0.431 -1.827
H 1.027 -1.492 -1.055
H 1.950 -0.059 -0.411
C -0.741 0.714 -0.749
H -0.040 -0.142 -2.682
H 0.908 1.294 -2.146
C -2.120 0.172 -1.059
H -2.059 -0.882 -1.362
H -2.582 0.743 -1.875
H -2.763 0.266 -0.174
C -0.772 2.151 -0.279
H 0.243 2.552 -0.167
H -1.299 2.233 0.682
H -1.308 2.765 -1.016
Pb 0.673 -1.086 2.672
C 1.122 1.817 4.158
C 2.184 0.882 4.192
C 2.736 0.807 2.865
H 2.594 0.413 5.092
C 1.982 1.688 2.033
C 0.995 2.310 2.837
H 0.303 3.090 2.517
H 0.564 2.182 5.029
H 3.641 0.269 2.584
H 2.207 1.932 0.992
C -1.842 -0.804 4.715
C -2.030 0.549 4.106
C -2.295 0.432 2.772
H -2.012 1.460 4.704
C -2.296 -0.971 2.411
C -2.024 -1.719 3.536
H -2.049 -2.801 3.658
H -2.499 -1.013 5.582
H -2.549 1.237 2.081
H -2.549 -1.342 1.417
O 0.684 -1.275 -4.161
C 0.122 -0.393 -5.172
C 0.461 -0.909 -6.582
H 0.548 0.617 -5.022
H -0.967 -0.307 -5.001
C 1.511 -2.016 -6.338
H 0.853 -0.098 -7.198
H -0.432 -1.332 -7.050
C 1.394 -2.337 -4.833
H 2.513 -1.630 -6.555
H 1.323 -2.901 -6.949
H 2.375 -2.462 -4.351
H 0.832 -3.276 -4.693
O 0.470 0.182 7.189
C 0.076 -0.362 6.217
N -0.310 -0.985 5.234

***

No. 5
The molecule C20H28O5. Source: the OMol25 dataset; level of theory: ωB97M-V with the def2-TZVPD basis set.

Summary:
* electronic energy: -1155.10428 hartree
* strongest force on any atom: 0.6 eV/Å
* LUMO energy: 0.03010 Eh
* energy above the lowest of the compared OMol25 structures with the same formula, charge and spin: 0.171 eV

Atoms and positions in Å:
C -6.078 -2.824 -0.934
C -4.821 -2.534 -0.659
C -4.352 -1.931 0.631
C -3.728 -0.587 0.366
C -4.461 0.575 0.510
C -3.916 1.827 0.246
C -4.742 3.065 0.424
C -2.600 1.887 -0.176
C -1.843 0.737 -0.333
C -2.396 -0.508 -0.068
O -1.748 -1.705 -0.213
C -0.363 -1.728 -0.470
C 0.461 -1.379 0.773
C 1.954 -1.649 0.603
C 2.609 -0.733 -0.432
C 2.578 0.723 0.026
O 2.790 1.089 1.150
O 2.329 1.526 -1.004
C 2.344 2.937 -0.764
C 0.955 3.450 -0.415
C 4.095 -1.029 -0.625
O 4.665 -0.894 -1.676
O 4.668 -1.419 0.505
C 6.083 -1.627 0.485
C 6.831 -0.312 0.646
H -6.373 -3.248 -1.879
H -6.869 -2.655 -0.221
H -4.040 -2.706 -1.388
H -3.600 -2.588 1.074
H -5.191 -1.825 1.320
H -5.488 0.505 0.840
H -5.654 3.002 -0.168
H -4.189 3.949 0.118
H -5.031 3.182 1.468
H -2.149 2.846 -0.388
H -0.822 0.831 -0.671
H -0.159 -2.762 -0.767
H -0.116 -1.073 -1.315
H 0.086 -1.989 1.598
H 0.304 -0.334 1.043
H 2.110 -2.689 0.308
H 2.452 -1.484 1.559
H 2.138 -0.797 -1.414
H 3.045 3.148 0.049
H 2.704 3.381 -1.694
H 0.605 2.989 0.506
H 0.990 4.527 -0.276
H 0.258 3.218 -1.216
H 6.358 -2.111 -0.457
H 6.279 -2.298 1.324
H 6.651 0.326 -0.216
H 7.897 -0.504 0.726
H 6.491 0.202 1.542

***

No. 6
A structure of composition C20H29BO2S4 at a distorted geometry. Source: the OMol25 dataset; level of theory: ωB97M-V with the def2-TZVPD basis set.

Summary:
* electronic energy: -2547.42056 hartree
* strongest force on any atom: 4.1 eV/Å
* LUMO energy: -0.01400 Eh
* energy above the lowest of the compared OMol25 structures with the same formula, charge and spin: 1.215 eV

Atoms and positions in Å:
C 2.504 2.893 -3.612
C 2.330 1.518 -3.114
C 1.627 0.461 -3.645
C 1.927 -0.780 -2.987
C 2.825 -0.652 -1.917
B -1.530 -0.229 0.505
C -0.313 -1.127 0.093
C -0.255 -2.341 -0.537
C 0.755 -3.295 -0.916
C 2.109 -3.312 -1.140
C 2.764 -4.635 -1.453
S 3.400 -2.032 -1.026
O -1.108 1.100 0.731
C -2.310 1.880 0.640
C -2.141 3.033 1.606
C -2.385 2.465 -0.773
C -3.453 0.785 0.955
C -3.670 0.619 2.459
C -4.787 0.970 0.258
O -2.881 -0.462 0.487
S 3.299 0.985 -1.777
H 1.954 3.044 -4.532
H 2.189 3.656 -2.903
H 3.563 3.053 -3.818
H 0.933 0.558 -4.493
H 1.458 -1.716 -3.229
H -1.249 -2.677 -0.865
H 0.300 -4.269 -1.188
H 2.007 -5.425 -1.472
H 3.284 -4.620 -2.420
H 3.496 -4.873 -0.672
H -3.000 3.706 1.555
H -2.023 2.689 2.636
H -1.244 3.595 1.326
H -3.160 3.238 -0.824
H -1.419 2.929 -1.016
H -2.592 1.702 -1.533
H -4.224 1.462 2.881
H -4.258 -0.289 2.638
H -2.721 0.514 3.002
H -5.325 1.826 0.673
H -4.679 1.127 -0.818
H -5.414 0.088 0.414
C 1.180 -0.245 2.864
C 2.372 0.610 2.514
S 3.325 0.223 1.009
C 2.569 -1.128 0.284
S 2.324 -2.350 1.470
C 1.601 -1.684 2.975
H 0.796 0.072 3.842
H 0.378 -0.154 2.132
H 2.073 1.656 2.376
H 3.121 0.540 3.314
H 0.602 -0.535 0.111
H 2.334 -1.813 3.784
H 0.747 -2.351 3.147

***

No. 7
The molecule C20H29ClFN3O3S at a distorted geometry. Source: the OMol25 dataset; level of theory: ωB97M-V with the def2-TZVPD basis set.

Summary:
* electronic energy: -2127.77616 hartree
* strongest force on any atom: 1.0 eV/Å
* LUMO energy: 0.02039 Eh

Atoms and positions in Å:
C -2.956 -2.247 2.129
C -2.926 -2.716 0.676
C -4.173 -2.286 -0.104
C -4.219 -0.773 -0.326
C -5.409 -0.380 -1.195
C -2.910 -0.321 -0.976
N -1.787 -0.733 -0.161
S -0.378 0.029 -0.595
O 0.679 -0.571 0.174
O -0.217 0.092 -2.015
N -0.716 1.552 -0.046
C -0.337 2.694 -0.868
C 0.410 3.759 -0.067
C 1.489 3.162 0.850
C 2.681 2.734 -0.014
O 3.608 3.498 -0.208
N 2.599 1.520 -0.584
C 3.662 0.979 -1.410
C 4.180 -0.291 -0.792
C 5.214 -0.240 0.135
C 5.673 -1.377 0.773
C 5.070 -2.585 0.471
F 5.500 -3.707 1.082
C 4.035 -2.680 -0.440
C 3.591 -1.526 -1.066
Cl 2.280 -1.646 -2.184
C 0.903 2.067 1.763
C -0.539 1.712 1.380
C -1.685 -2.175 -0.038
H -2.874 -1.165 2.179
H -2.121 -2.676 2.677
H -3.880 -2.556 2.610
H -2.870 -3.810 0.665
H -4.168 -2.783 -1.077
H -5.070 -2.607 0.429
H -4.308 -0.274 0.642
H -6.339 -0.693 -0.727
H -5.341 -0.854 -2.172
H -5.439 0.697 -1.338
H -2.822 -0.742 -1.988
H -2.863 0.766 -1.052
H -1.249 3.131 -1.296
H 0.273 2.324 -1.695
H 0.874 4.462 -0.760
H -0.301 4.316 0.546
H 1.878 3.981 1.464
H 1.870 0.867 -0.337
H 3.275 0.785 -2.415
H 4.443 1.741 -1.459
H 5.662 0.716 0.358
H 6.476 -1.338 1.490
H 3.584 -3.635 -0.652
H 1.511 1.163 1.715
H 0.907 2.407 2.800
H -1.233 2.485 1.722
H -0.827 0.762 1.830
H -1.590 -2.638 -1.031
H -0.778 -2.381 0.531

***

No. 8
A structure of composition C20H29ClN2OZn at a distorted geometry. Source: the OMol25 dataset; level of theory: ωB97M-V with the def2-TZVPD basis set.

Summary:
* electronic energy: -3202.67470 hartree
* charge: +2
* strongest force on any atom: 5.8 eV/Å
* LUMO energy: -0.41753 Eh
* energy above the lowest of the compared OMol25 structures with the same formula, charge and spin: 7.673 eV

Atoms and positions in Å:
C -0.303 5.148 3.992
O -0.522 5.212 2.557
C -1.892 4.984 2.198
C -2.139 3.441 1.712
C -1.728 3.269 0.168
C -2.758 2.202 -0.491
C -2.039 0.773 -0.779
C -2.998 -0.469 -0.349
C -2.454 -1.861 -0.995
C -0.965 -2.102 -0.371
C -0.818 -3.629 0.174
C 0.489 -3.801 1.125
C 1.678 -4.616 0.352
C 2.276 -3.573 -0.718
C 1.656 -3.625 -2.167
C 2.214 -2.576 -3.171
C 3.341 -1.520 -2.810
N 3.718 -0.608 -3.841
C 4.704 0.316 -3.394
C 5.318 0.285 -1.972
N 4.972 -0.613 -0.928
C 3.947 -1.496 -1.397
C 3.393 -2.549 -0.353
Cl 4.094 -2.501 1.337
H -1.255 5.205 4.623
H 0.294 4.218 4.274
H 0.350 6.054 4.278
H -2.655 5.297 3.006
H -2.143 5.627 1.271
H -3.277 3.218 1.901
H -1.537 2.749 2.418
H -0.638 2.950 0.080
H -1.830 4.261 -0.410
H -3.090 2.611 -1.513
H -3.661 1.981 0.177
H -1.100 0.755 -0.109
H -1.697 0.659 -1.867
H -4.038 -0.249 -0.784
H -3.019 -0.640 0.783
H -3.167 -2.718 -0.757
H -2.440 -1.688 -2.124
H -0.847 -1.358 0.507
H -0.235 -1.863 -1.214
H -0.763 -4.353 -0.715
H -1.762 -3.868 0.776
H 0.877 -2.725 1.296
H 0.248 -4.245 2.146
H 2.481 -4.959 1.086
H 1.291 -5.531 -0.209
H 0.829 -4.376 -2.425
H 1.755 -2.600 -4.227
H 5.069 1.108 -4.129
H 6.120 1.074 -1.731
Zn -3.341 3.317 3.714

***

No. 9
A structure of composition C20H29HgN8S3 at a distorted geometry. Source: the OMol25 dataset; level of theory: ωB97M-V with the def2-TZVPD basis set.

Summary:
* electronic energy: -2565.42588 hartree
* strongest force on any atom: 2.0 eV/Å
* LUMO energy (spin up / spin down): -0.00243 / -0.10662 Eh
* ⟨S²⟩: 0.7904
* energy above the lowest of the compared OMol25 structures with the same formula, charge and spin: 0.000 eV
* 2S+1: 2

Atoms and positions in Å:
Hg 2.582 1.547 -3.118
C -2.528 3.107 0.019
N -1.306 3.899 -0.149
C -1.135 5.189 0.544
C 0.288 5.564 0.183
N 0.836 4.361 -0.415
C 2.176 4.356 -0.930
C -0.130 3.393 -0.678
N 0.099 2.323 -1.392
C -0.620 1.108 -1.112
C -0.246 -0.074 -2.006
N 1.055 -0.562 -1.782
C 1.492 -1.697 -2.202
N 2.817 -2.073 -2.016
C 3.697 -1.438 -1.049
C 3.175 -3.324 -2.643
C 1.884 -3.699 -3.365
N 0.902 -2.764 -2.861
C -0.448 -2.797 -3.377
H -3.264 3.796 0.466
H -2.343 2.250 0.683
H -2.873 2.763 -0.972
H -1.296 5.071 1.637
H -1.875 5.938 0.202
H 0.887 5.891 1.064
H 0.340 6.423 -0.513
H 2.522 5.414 -0.907
H 2.179 3.953 -1.960
H 2.834 3.725 -0.317
H -1.711 1.278 -1.280
H -0.460 0.813 -0.045
H -0.447 0.262 -3.057
H -1.016 -0.858 -1.792
H 3.137 -1.123 -0.166
H 4.199 -0.560 -1.476
H 4.442 -2.175 -0.716
H 3.514 -4.055 -1.887
H 4.052 -3.175 -3.325
H 1.600 -4.753 -3.144
H 1.983 -3.655 -4.477
H -0.550 -3.646 -4.050
H -0.660 -1.853 -3.918
H -1.173 -2.917 -2.550
S 0.237 -1.577 6.248
C 0.353 -1.077 4.650
S 1.707 -0.174 4.177
C 1.135 -0.002 2.499
N -0.035 -0.668 2.373
N -0.456 -1.245 3.533
C -1.648 -2.026 3.431
C -2.273 -2.596 4.552
C -3.482 -3.278 4.422
C -4.056 -3.427 3.152
C -3.467 -2.864 2.024
C -2.249 -2.176 2.157
S 2.046 0.873 1.404
H -1.819 -2.506 5.536
H -3.989 -3.728 5.257
H -4.968 -4.004 3.072
H -3.933 -2.988 1.058
H -1.711 -1.761 1.302